(1)
The following is a quantum chemistry calculation of 8 unconnected molecules or ions with the total composition C25H34O24, from the Open Molecules 2025 dataset.

```
83
Properties=species:S:1:pos:R:3
C 6.554 -3.139 3.820
C 6.599 -3.767 5.237
O 7.428 -2.907 5.994
C 8.122 -2.144 5.140
O 9.149 -1.442 5.500
O 7.770 -2.428 3.905
H 5.686 -2.504 3.642
H 6.530 -3.983 3.132
H 7.051 -4.759 5.214
H 5.582 -3.976 5.567
C 6.874 -13.994 1.642
C 7.491 -14.819 0.517
O 7.469 -16.118 0.995
C 7.275 -16.143 2.302
O 7.236 -17.209 2.990
O 7.270 -14.839 2.761
H 5.785 -14.021 1.647
H 7.248 -12.974 1.731
H 8.479 -14.502 0.185
H 6.830 -14.815 -0.349
C -0.987 -3.631 7.513
C -1.316 -3.098 6.118
O -2.698 -3.487 6.007
C -3.236 -3.681 7.188
O -4.412 -3.850 7.460
O -2.271 -3.615 8.134
H -0.333 -3.004 8.119
H -0.457 -4.583 7.481
H -0.717 -3.417 5.265
H -1.306 -2.008 6.106
C 5.944 -8.898 4.513
C 5.025 -9.746 5.335
O 3.824 -9.010 5.403
C 3.776 -8.036 4.523
O 2.859 -7.264 4.307
O 5.038 -7.930 4.044
H 6.441 -9.582 3.825
H 6.807 -8.439 4.997
H 5.401 -9.966 6.335
H 4.990 -10.710 4.829
C 7.640 -7.959 -1.348
C 8.412 -9.233 -0.932
O 8.793 -8.880 0.357
C 8.747 -7.540 0.524
O 9.233 -7.019 1.491
O 8.183 -6.923 -0.580
H 6.569 -8.144 -1.272
H 7.789 -7.662 -2.386
H 9.252 -9.311 -1.621
H 7.773 -10.102 -1.090
C 1.401 -13.752 5.875
C 0.364 -12.645 5.633
O 0.150 -12.742 4.195
C 0.997 -13.601 3.645
O 0.956 -13.800 2.461
O 1.809 -14.171 4.548
H 1.103 -14.421 6.682
H 2.311 -13.410 6.367
H 0.761 -11.641 5.780
H -0.645 -12.777 6.026
C 10.215 -11.434 6.568
C 11.634 -11.047 6.782
O 11.474 -9.745 7.339
C 10.233 -9.510 7.639
O 9.963 -8.402 8.062
O 9.457 -10.630 7.450
H 9.935 -12.484 6.655
H 9.834 -11.061 5.617
H 12.138 -11.017 5.816
H 11.993 -11.812 7.469
C 10.394 -17.735 7.764
C 8.997 -17.464 8.234
C 8.814 -17.151 9.720
O 7.824 -16.130 9.686
C 7.636 -15.655 8.487
O 6.963 -14.636 8.166
O 8.424 -16.378 7.620
H 10.585 -18.011 6.727
H 10.936 -18.393 8.443
H 10.929 -16.793 7.890
H 8.331 -18.203 7.790
H 9.718 -16.742 10.171
H 8.449 -18.039 10.236
```

Values from the calculation:
- Max |F|: 0.12847 hartree/bohr
- Electronic energy: -75612.2273 eV
- SMILES: C[C@H]1COC(=O)O1.O=C1OCCO1.O=C1OCCO1.O=C1OCCO1.O=C1OCCO1.O=C1OCCO1.O=C1OCCO1.O=C1OCCO1
- Frontier orbital gap: 9.9698 eV
- 2S+1: 1
- HOMO energy: -10.38 eV
- Relative energy (zero: lowest compared OMol25 entry of this formula, charge and spin): 424.05 kJ/mol


(2)
The following is a quantum chemistry calculation of a molecular structure, C25H35BrCl2GaN2OSSi3, from the Open Molecules 2025 dataset.

```
71
Properties=species:S:1:pos:R:3
Ga 0.125 -0.456 -0.359
Cl 2.495 -0.607 -0.714
C 3.681 2.140 -0.007
C 5.006 2.460 0.299
C 5.461 3.743 0.132
C 4.567 4.739 -0.292
C 3.262 4.442 -0.579
Cl 2.211 5.738 -1.064
C 2.729 3.126 -0.433
S 1.120 2.704 -0.715
H 5.691 1.678 0.606
H 6.496 3.989 0.324
H 4.904 5.762 -0.396
C 2.981 -1.710 2.545
Si 1.996 -0.105 2.516
C 2.091 0.677 4.255
C 3.076 1.344 1.716
C 0.238 -0.256 1.966
Si -1.136 -1.703 2.285
C -2.957 -1.189 2.128
C -1.270 -3.546 1.896
C -0.895 -1.958 4.181
Si -0.628 1.349 2.329
C 0.237 3.011 2.661
C -1.666 1.283 3.920
C -1.755 1.800 0.925
C -2.848 2.653 1.098
C -3.673 2.943 0.031
C -3.401 2.358 -1.193
C -2.309 1.518 -1.288
N -1.506 1.254 -0.259
H 3.994 -1.410 2.787
H 2.874 -3.408 0.184
H 2.468 -2.341 3.266
H 3.118 0.713 4.633
H 1.514 0.008 4.903
H 1.677 1.673 4.354
H 4.115 1.210 2.012
H 2.760 2.323 2.063
H 2.878 1.228 0.222
H -3.213 -1.153 1.072
H -3.228 -0.243 2.591
H -3.543 -1.964 2.635
H -0.929 -3.539 0.886
H -2.294 -3.878 2.061
H -0.590 -4.225 2.415
H -0.971 -1.015 4.730
H 0.082 -2.394 4.415
H -1.665 -2.634 4.567
H 0.851 3.021 3.558
H -0.583 3.715 2.840
H 0.814 3.395 1.825
H -0.984 1.045 4.742
H -2.454 0.537 3.927
H -2.116 2.255 4.141
H -3.040 3.083 2.073
H -4.520 3.609 0.150
H -4.022 2.541 -2.060
H -2.068 1.012 -2.215
Br -0.698 -5.901 -3.335
C 0.210 -5.057 -1.873
C 1.198 -5.812 -1.176
C 1.968 -5.172 -0.220
C 1.869 -3.704 -0.053
N 0.988 -2.938 -0.484
C -0.063 -3.821 -1.623
H 1.340 -6.855 -1.430
H 2.730 -5.692 0.345
H 2.672 -1.807 1.534
H -0.672 -3.064 -2.091
O -1.343 -1.401 -0.410
```

Values from the calculation:
- Max |F|: 0.12583 hartree/bohr
- Net charge: -1
- Electronic energy: -213449.6489 eV
- Frontier orbital gap: 6.4482 eV
- 2S+1: 1
- HOMO energy: -4.59 eV
- Relative energy (zero: lowest compared OMol25 entry of this formula, charge and spin): 678.32 kJ/mol


(3)
The following is a quantum chemistry calculation of 4 unconnected molecules or ions with the total composition C25H35ClO5S3, from the Open Molecules 2025 dataset.

```
69
Properties=species:S:1:pos:R:3
C 4.411 1.283 1.733
C 3.217 1.262 0.770
C 2.110 2.229 1.212
C 0.703 1.871 0.690
C 0.728 1.255 -0.725
C -0.282 3.025 0.689
C 0.112 4.324 0.364
C -0.795 5.372 0.282
C -2.146 5.157 0.503
C -2.574 3.868 0.782
C -1.655 2.812 0.894
C -2.233 1.460 1.188
O -1.712 0.636 1.907
C -3.548 1.194 0.533
C -3.866 -0.074 0.067
C -5.096 -0.294 -0.537
C -5.991 0.764 -0.645
Cl -7.535 0.484 -1.395
C -5.698 2.036 -0.172
C -4.456 2.247 0.413
C -4.037 3.586 0.922
O -4.821 4.385 1.379
H 4.501 2.250 2.233
H 5.353 1.112 1.209
H 4.307 0.498 2.481
H 2.833 0.244 0.709
H 3.558 1.538 -0.231
H 2.395 3.250 0.963
H 2.066 2.185 2.305
H 0.331 1.101 1.359
H -0.277 1.264 -1.158
H 1.386 1.803 -1.401
H 1.041 0.215 -0.682
H 1.149 4.542 0.152
H -0.453 6.369 0.036
H -2.859 5.968 0.437
H -3.151 -0.876 0.179
H -5.346 -1.279 -0.904
H -6.407 2.848 -0.248
C 4.147 -3.211 -0.631
S 4.453 -3.191 1.138
O 3.834 -1.951 1.673
C 6.219 -2.875 1.022
H 3.077 -3.328 -0.776
H 4.460 -2.265 -1.071
H 4.683 -4.050 -1.078
H 6.382 -1.947 0.475
H 6.705 -3.712 0.520
H 6.604 -2.781 2.035
C 1.505 -0.270 -4.529
S 1.316 -1.561 -3.297
O 2.265 -1.245 -2.196
C 2.067 -2.871 -4.272
H 1.130 0.654 -4.093
H 2.559 -0.161 -4.781
H 0.918 -0.524 -5.412
H 3.082 -2.582 -4.545
H 1.464 -3.053 -5.161
H 2.088 -3.768 -3.656
C -2.200 -3.141 2.077
S -3.332 -4.109 1.072
O -3.989 -3.150 0.142
C -4.519 -4.441 2.378
H -1.398 -2.791 1.429
H -2.728 -2.285 2.500
H -1.786 -3.770 2.864
H -4.883 -3.497 2.782
H -4.043 -5.038 3.155
H -5.343 -5.000 1.939
```

Values from the calculation:
- Max |F|: 0.00883 hartree/bohr
- Electronic energy: -81756.7272 eV
- Frontier orbital gap: 8.4768 eV
- 2S+1: 1
- HOMO energy: -8.86 eV
- Relative energy (zero: lowest compared OMol25 entry of this formula, charge and spin): 0.00 kJ/mol


(4)
The following is a quantum chemistry calculation of 4 unconnected molecules or ions with the total composition C25H35ClO5S3, from the Open Molecules 2025 dataset.

```
69
Properties=species:S:1:pos:R:3
C 4.418 1.429 1.694
C 3.233 1.399 0.723
C 2.115 2.342 1.176
C 0.705 1.937 0.693
C 0.719 1.271 -0.698
C -0.287 3.074 0.658
C 0.091 4.373 0.303
C -0.824 5.419 0.219
C -2.177 5.210 0.469
C -2.584 3.922 0.792
C -1.660 2.870 0.900
C -2.228 1.528 1.238
O -1.717 0.749 1.999
C -3.525 1.239 0.575
C -3.811 -0.028 0.081
C -5.029 -0.247 -0.549
C -5.932 0.805 -0.644
Cl -7.465 0.512 -1.424
C -5.666 2.076 -0.149
C -4.438 2.289 0.463
C -4.028 3.614 0.994
O -4.793 4.366 1.533
H 4.477 2.378 2.224
H 5.367 1.315 1.173
H 4.332 0.609 2.400
H 2.876 0.378 0.643
H 3.577 1.714 -0.262
H 2.364 3.370 0.936
H 2.094 2.278 2.266
H 0.371 1.176 1.381
H -0.290 1.256 -1.117
H 1.362 1.794 -1.402
H 1.018 0.236 -0.613
H 1.117 4.601 0.065
H -0.500 6.412 -0.052
H -2.886 6.016 0.390
H -3.077 -0.810 0.183
H -5.254 -1.222 -0.949
H -6.373 2.886 -0.228
C 4.099 -3.254 -0.618
S 4.460 -3.274 1.141
O 3.896 -2.026 1.717
C 6.231 -3.016 0.971
H 3.023 -3.344 -0.736
H 4.427 -2.312 -1.055
H 4.598 -4.099 -1.096
H 6.414 -2.086 0.433
H 6.671 -3.860 0.439
H 6.657 -2.953 1.971
C 1.450 -0.332 -4.433
S 1.280 -1.586 -3.159
O 2.243 -1.244 -2.079
C 2.015 -2.925 -4.107
H 1.081 0.607 -4.025
H 2.500 -0.229 -4.707
H 0.852 -0.614 -5.300
H 3.027 -2.649 -4.406
H 1.399 -3.129 -4.983
H 2.045 -3.807 -3.470
C -2.189 -3.263 2.066
S -3.281 -4.161 0.958
O -3.903 -3.149 0.062
C -4.512 -4.578 2.198
H -1.362 -2.871 1.477
H -2.731 -2.437 2.529
H -1.805 -3.943 2.826
H -4.896 -3.665 2.652
H -4.061 -5.222 2.953
H -5.320 -5.110 1.700
```

Values from the calculation:
- Max |F|: 0.01636 hartree/bohr
- Electronic energy: -81756.5430 eV
- Frontier orbital gap: 8.5652 eV
- 2S+1: 1
- HOMO energy: -8.85 eV
- Relative energy (zero: lowest compared OMol25 entry of this formula, charge and spin): 17.78 kJ/mol


(5)
The following is a quantum chemistry calculation of a molecular structure, C25H35GeInN4O6SSe, from the Open Molecules 2025 dataset.

```
74
Properties=species:S:1:pos:R:3
In 1.077 -0.227 0.847
C 2.946 0.862 3.850
C 3.939 0.122 2.928
N 3.581 0.257 1.528
C 4.095 1.395 0.796
C 3.441 2.732 1.150
S 1.615 2.750 1.029
C 1.087 3.020 2.752
C 0.674 1.774 3.537
N 1.590 0.668 3.369
H 3.080 0.496 4.875
H 3.176 1.927 3.856
H 4.955 0.492 3.129
H 3.894 -0.942 3.168
H 3.837 -0.590 1.029
H 5.181 1.517 0.943
H 3.911 1.193 -0.264
H 3.713 3.073 2.147
H 3.777 3.475 0.427
H 1.892 3.559 3.247
H 0.231 3.689 2.678
H 0.562 2.080 4.591
H -0.297 1.430 3.176
H 1.189 -0.176 3.759
C -1.704 -4.627 3.803
O -1.710 -3.442 3.020
C -0.588 -2.790 2.720
O -0.673 -1.674 2.242
N 0.591 -3.393 3.009
N 1.786 -2.724 2.680
H -2.740 -4.781 4.100
H -1.087 -4.507 4.694
H -1.375 -5.492 3.221
H 0.609 -4.404 3.104
H 2.099 -2.935 1.729
H 2.509 -3.034 3.324
O 0.591 -2.693 -0.999
Se 2.170 -1.925 -1.408
O 1.815 -0.409 -1.695
O 2.855 -2.076 0.009
O 2.865 -2.712 -2.543
C -2.500 0.698 0.382
Ge -1.227 0.058 -1.086
C -0.386 -2.787 -1.950
C -0.213 -2.359 -3.263
C -1.252 -2.503 -4.167
C -2.453 -3.075 -3.778
C -2.623 -3.495 -2.468
C -1.603 -3.341 -1.546
C -1.206 1.724 -2.278
C -0.068 2.485 -2.353
C -0.095 3.716 -3.026
C -1.241 4.151 -3.635
C -2.415 3.371 -3.609
C -3.607 3.777 -4.245
C -4.713 2.973 -4.248
C -4.680 1.720 -3.617
C -3.544 1.306 -2.980
C -2.392 2.115 -2.942
H -3.518 0.803 0.014
H -2.145 1.671 0.725
H -2.491 -0.006 1.211
H 0.736 -1.945 -3.568
H -1.107 -2.184 -5.188
H -3.250 -3.199 -4.494
H -3.552 -3.951 -2.164
H -1.718 -3.664 -0.521
H 0.852 2.140 -1.893
H 0.803 4.311 -3.067
H -1.256 5.090 -4.169
H -3.631 4.740 -4.731
H -5.616 3.291 -4.744
H -5.555 1.088 -3.646
H -3.490 0.328 -2.508
```

Values from the calculation:
- Max |F|: 0.05320 hartree/bohr
- Net charge: +1
- Electronic energy: -182599.9676 eV
- Frontier orbital gap (alpha / beta): 6.5850 / 5.8469 eV
- 2S+1: 2
- HOMO energy (alpha / beta): -9.85 / -10.34 eV
- Relative energy (zero: lowest compared OMol25 entry of this formula, charge and spin): 358.06 kJ/mol


(6)
The following is a quantum chemistry calculation of a molecular structure, C25H35IrN3O3P, from the Open Molecules 2025 dataset.

```
68
Properties=species:S:1:pos:R:3
Ir 0.548 -0.221 0.274
C 0.281 -0.673 4.792
C -0.352 -1.894 4.983
C -0.811 -2.598 3.884
C -0.631 -2.068 2.605
N -0.008 -0.889 2.438
C 0.428 -0.208 3.493
C -1.081 -2.740 1.381
C -1.937 -3.843 1.391
C -2.282 -4.436 0.190
C -1.762 -3.928 -0.991
C -0.934 -2.806 -0.944
N -0.624 -2.232 0.228
C -0.327 -2.193 -2.132
C -0.456 -2.692 -3.430
C 0.213 -2.065 -4.467
C 0.992 -0.948 -4.199
C 1.065 -0.499 -2.889
N 0.429 -1.110 -1.902
H 0.636 -0.089 5.626
H -0.486 -2.299 5.975
H -1.292 -3.555 4.014
H 0.902 0.746 3.293
H -2.334 -4.220 2.318
H -2.944 -5.287 0.176
H -1.998 -4.403 -1.927
H -1.060 -3.563 -3.631
H 0.141 -2.455 -5.473
H 1.530 -0.438 -4.982
H 1.663 0.362 -2.624
C -0.924 4.025 2.000
C -2.029 3.121 1.504
O -1.825 2.616 0.185
P -0.672 1.757 -0.499
O -1.444 1.276 -1.803
C -2.868 1.081 -1.910
C -3.519 2.295 -2.539
O 0.455 2.701 -1.093
C 0.278 3.672 -2.159
C -0.151 5.020 -1.639
H -1.156 4.334 3.015
H -0.847 4.919 1.388
H 0.037 3.512 1.998
H -2.969 3.676 1.419
H -2.189 2.281 2.187
H -3.288 0.892 -0.919
H -2.992 0.190 -2.532
H -3.347 3.179 -1.930
H -4.588 2.128 -2.622
H -3.118 2.479 -3.533
H -0.433 3.272 -2.888
H 1.265 3.736 -2.632
H -1.163 4.993 -1.235
H -0.130 5.739 -2.455
H 0.521 5.365 -0.855
C 5.046 -0.789 1.246
C 3.542 -1.079 1.249
C 3.230 -2.476 0.715
C 2.779 0.012 0.548
H 5.571 -1.554 1.818
H 5.265 0.188 1.669
H 5.457 -0.805 0.234
H 3.253 -1.079 2.317
H 3.574 -2.578 -0.312
H 2.157 -2.667 0.742
H 3.735 -3.240 1.300
H 3.089 0.072 -0.498
H 2.892 0.980 1.041
```

Values from the calculation:
- Max |F|: 0.08709 hartree/bohr
- Net charge: +3
- Electronic energy: -49207.3794 eV
- Frontier orbital gap (alpha / beta): 5.8883 / 6.0453 eV
- 2S+1: 2
- HOMO energy (alpha / beta): -17.79 / -17.79 eV
- Relative energy (zero: lowest compared OMol25 entry of this formula, charge and spin): 288.17 kJ/mol